The following is a quantum chemistry calculation of a cluster of 19 separate species, C54H90Cl6F3NO53S6 in total, from the Open Molecules 2025 dataset.

The gap between HOMO and LUMO comes out at 7.202 eV. As for the largest force on an atom: 6.74 eV Å⁻¹. The calculation puts the HOMO energy at -0.282 hartree. Its molar mass is 2063.38 u.

```
! RIJCOSX wB97M-V def2-TZVPD def2/J DEFGRID3
* xyz 0 1
N 2.215 -2.327 0.316
H 2.889 -1.815 -0.235
H 2.269 -2.315 1.324
H 2.095 -3.276 -0.009
H 1.319 -1.896 0.136
C -0.469 -0.263 1.093
O -0.021 -0.860 -0.149
O 0.057 -0.999 2.203
C -0.576 1.315 1.175
F -1.344 1.877 2.121
F 0.570 2.020 1.382
F -0.861 1.845 0.019
C -0.936 -0.823 -1.228
C -0.544 -2.020 -2.116
H 0.376 -1.754 -2.636
H -0.228 -2.852 -1.486
H -1.241 -2.226 -2.928
H -0.814 -0.068 -2.005
H -2.006 -0.799 -1.022
H -1.499 -0.617 1.121
C -1.111 3.757 5.631
Cl 0.017 2.747 4.780
Cl -1.938 4.676 4.416
Cl -0.394 4.867 6.850
H -1.819 3.036 6.040
C -5.614 0.401 -5.192
Cl -6.442 1.033 -3.672
Cl -5.798 1.402 -6.628
Cl -6.375 -1.093 -5.473
H -4.547 0.309 -4.991
C -4.413 3.615 -0.399
C -3.173 4.610 -0.761
C -3.156 5.294 -2.039
O -2.910 6.595 -1.646
C -3.162 6.821 -0.395
O -3.075 7.910 0.043
O -3.321 5.630 0.243
H -5.401 4.076 -0.408
H -4.200 3.179 0.576
H -4.630 2.855 -1.151
H -2.300 4.037 -0.446
H -4.105 5.100 -2.538
H -2.285 4.788 -2.455
C 7.115 0.330 -4.897
C 5.692 0.037 -5.275
C 4.779 -0.522 -4.233
O 3.653 0.329 -4.207
C 3.792 1.305 -5.174
O 2.965 2.154 -5.353
O 5.029 1.261 -5.691
H 7.739 0.459 -5.781
H 7.689 -0.253 -4.176
H 7.051 1.317 -4.440
H 5.741 -0.684 -6.091
H 5.392 -0.611 -3.336
H 4.449 -1.503 -4.575
C -1.013 -4.822 4.395
C -1.196 -5.606 3.052
C -2.325 -5.316 2.133
O -1.759 -5.219 0.816
C -0.497 -5.087 0.992
O 0.325 -4.954 0.081
O -0.145 -5.264 2.248
H -1.348 -5.257 5.337
H -1.328 -3.794 4.216
H 0.069 -4.920 4.484
H -1.092 -6.673 3.246
H -2.791 -4.370 2.408
H -3.107 -6.073 2.185
C 1.612 -3.479 7.305
C 2.796 -3.620 6.357
C 2.922 -4.951 5.731
O 2.924 -4.637 4.361
C 2.622 -3.287 4.158
O 2.735 -2.661 3.190
O 2.434 -2.702 5.275
H 0.733 -3.339 6.677
H 1.664 -2.699 8.065
H 1.585 -4.384 7.912
H 3.684 -3.326 6.916
H 2.057 -5.565 5.982
H 3.885 -5.212 6.168
C -4.542 -4.412 -1.669
C -3.413 -4.657 -2.651
C -2.735 -5.972 -2.397
O -2.481 -6.411 -3.693
C -3.273 -5.784 -4.552
O -3.494 -6.057 -5.732
O -3.801 -4.673 -3.967
H -4.142 -4.214 -0.674
H -5.170 -5.283 -1.479
H -5.235 -3.595 -1.872
H -2.629 -3.914 -2.502
H -3.325 -6.649 -1.780
H -1.744 -5.889 -1.949
C 3.939 4.813 -1.333
C 2.527 4.972 -1.971
C 1.588 3.805 -1.872
O 0.547 4.358 -1.094
C 0.744 5.590 -0.711
O 0.087 6.324 -0.097
O 1.991 5.933 -1.054
H 3.899 4.442 -0.308
H 4.476 5.743 -1.144
H 4.741 4.408 -1.950
H 2.534 5.504 -2.923
H 2.077 3.048 -1.259
H 1.253 3.476 -2.856
C 1.317 -6.607 -2.790
C 2.463 -5.787 -3.157
C 2.484 -5.143 -4.534
O 3.210 -3.932 -4.276
C 2.962 -3.556 -3.020
O 3.211 -2.435 -2.499
O 2.503 -4.554 -2.362
H 0.448 -6.083 -3.189
H 1.394 -6.763 -1.714
H 1.217 -7.613 -3.196
H 3.432 -6.194 -2.867
H 1.487 -4.857 -4.869
H 2.986 -5.728 -5.304
C -0.116 3.386 -6.377
C -0.956 3.819 -5.149
C -2.371 3.798 -5.568
O -2.925 2.795 -4.770
C -2.101 2.197 -3.963
O -2.527 1.330 -3.224
O -0.877 2.767 -4.145
H -0.054 4.064 -7.228
H -0.380 2.433 -6.835
H 0.932 3.259 -6.106
H -0.785 4.862 -4.883
H -2.556 3.750 -6.641
H -2.704 4.804 -5.314
C 6.724 -0.880 -0.790
C 5.913 0.194 -0.065
C 5.766 1.332 -1.107
O 4.323 1.711 -0.914
C 3.735 0.683 -0.438
O 2.572 0.549 -0.376
O 4.586 -0.133 0.139
H 5.997 -1.645 -1.061
H 7.550 -1.370 -0.276
H 7.124 -0.412 -1.689
H 6.400 0.462 0.873
H 5.769 1.034 -2.155
H 6.416 2.167 -0.846
C -2.254 -0.540 5.203
C -0.894 -1.060 5.676
O -0.526 -0.246 6.754
S -1.831 0.334 7.582
O -1.492 1.711 8.155
O -2.288 -0.758 8.448
O -2.701 0.378 6.095
H -3.016 -1.310 5.080
H -2.110 -0.022 4.255
H -0.097 -1.065 4.932
H -0.945 -2.083 6.050
C 0.590 -0.491 -6.826
C 0.331 -1.985 -6.845
O -0.981 -2.292 -6.945
S -1.991 -1.027 -7.274
O -3.258 -0.950 -6.489
O -1.972 -0.848 -8.779
O -0.770 -0.017 -6.667
H 0.913 -0.240 -7.837
H 1.347 -0.259 -6.077
H 0.577 -2.424 -5.879
H 0.592 -2.448 -7.797
C 3.113 6.555 2.323
C 2.988 5.117 2.739
O 2.194 5.145 3.913
S 2.404 6.522 4.827
O 3.629 6.524 5.636
O 1.144 6.910 5.364
O 2.462 7.284 3.325
H 2.649 6.739 1.354
H 4.165 6.831 2.401
H 3.886 4.640 3.131
H 2.676 4.435 1.948
C -5.078 -1.845 0.756
C -5.386 -0.517 1.507
O -5.203 -0.832 2.840
S -5.821 -2.314 3.184
O -7.272 -2.301 3.100
O -5.199 -2.953 4.331
O -5.073 -2.835 1.782
H -4.051 -1.808 0.395
H -5.723 -2.141 -0.071
H -6.321 0.016 1.332
H -4.498 0.110 1.433
C -5.831 3.147 4.700
C -5.877 1.653 4.514
O -6.944 1.408 3.554
S -8.053 2.628 3.591
O -9.285 2.149 4.239
O -8.154 3.360 2.306
O -7.195 3.523 4.713
H -5.372 3.669 3.861
H -5.477 3.493 5.672
H -5.956 1.222 5.512
H -4.928 1.348 4.074
C 3.317 1.578 4.279
C 3.657 0.285 3.678
O 5.025 0.484 3.248
S 5.857 1.817 3.845
O 5.959 2.840 2.776
O 7.084 1.507 4.540
O 4.528 2.148 4.892
H 2.516 1.696 5.008
H 2.934 2.201 3.471
H 2.954 -0.130 2.956
H 3.708 -0.477 4.457
*
```